Formula: C4H6IO3
Source: the OMol25 dataset
Level of theory: ωB97M-V/def2-TZVPD

The geometry in XYZ format:
```
14
Properties=species:S:1:pos:R:3:lowdin_charge:R:1
I 3.543 1.254 1.657 -0.72
C 0.116 -1.548 -0.542 -0.03
C 0.392 -0.157 0.019 -0.37
C -0.229 0.955 -0.816 -0.06
O -1.493 1.142 -0.126 0.06
C -1.400 0.679 1.104 -0.60
O -2.247 0.771 1.933 0.14
O -0.217 0.025 1.290 0.06
H 0.673 -2.304 0.020 0.08
H 0.477 -1.534 -1.570 0.08
H -0.913 -1.894 -0.418 0.09
H 1.470 0.020 0.059 0.02
H -0.448 0.672 -1.842 0.12
H 0.276 1.918 -0.767 0.13
```

Output
F_max	1.5	eV/A
orbital gap	6.792	eV
energy above the lowest of the compared OMol25 structures with the same formula, charge and spin	6.9	kcal/mol
HOMO energy	-3.63	eV
LUMO	3.160	eV
total charge	-1
calculated total energy	-679.54604	hartree